# 1
A molecular structure, C17H11F3N4ORuS3. Source: the Open Molecules 2025 dataset; level of theory: wB97M-V/def2-TZVPD.

The gap between HOMO and LUMO (spin up / spin down) comes out at 8.19 / 4.91 eV. As for the total charge: +2. For the total energy, the calculation gives -69038.927 eV. The value obtained for the HOMO energy (spin up / spin down) is -14.74 / -14.69 eV. The calculation puts the LUMO energy (spin up / spin down) at -0.24085 / -0.35924 Eh. The molar mass comes out at 541.57 g mol⁻¹. The energy relative to the best compared isomer or geometry (same formula, charge and spin) comes out at 73.0 kJ/mol. As for the expectation value of S²: 6.041. Its spin multiplicity is 5.

CARTESIAN COORDINATES (ANGSTROEM)
Ru (-0.1781, -0.1194, 0.5004)
S (4.3189, -0.0012, 1.2847)
S (-3.1286, 1.8894, 0.8609)
S (0.5173, -4.5496, 1.4649)
F (-4.0208, 4.4449, 1.1494)
F (-2.9921, 5.8499, -0.1337)
F (-2.5869, 5.8215, 2.0017)
O (-3.9617, -1.9090, 0.3664)
N (0.0625, -2.1554, 0.7079)
N (-0.4730, 2.0297, 0.4140)
N (-2.1341, -0.3678, 0.4755)
N (1.9106, -0.0325, 0.5268)
C (-0.3066, -3.4150, -2.7737)
C (4.0111, -0.3768, -0.3467)
C (0.2015, -5.2336, -1.2560)
C (0.3258, -2.8898, 1.7499)
C (2.6815, -0.3566, -0.5851)
C (2.6705, 0.1798, 1.5811)
C (-0.4790, 4.8392, 0.5184)
C (0.6232, 2.7495, 0.2160)
C (-0.0636, -4.7754, -2.5249)
C (-1.6556, 2.7270, 0.6449)
C (0.2292, -4.2988, -0.2214)
C (-0.2855, -2.4968, -1.7497)
C (-1.6661, 4.1413, 0.6997)
C (-0.0069, -2.9486, -0.4577)
C (-3.0573, -1.1903, 0.4306)
C (-2.8669, 5.0668, 0.9377)
C (0.6723, 4.1432, 0.2635)
H (1.5198, 2.1952, -0.0042)
H (4.8114, -0.6028, -1.0414)
H (1.6129, 4.6550, 0.0982)
H (2.2821, 0.4426, 2.5550)
H (2.2060, -0.5802, -1.5258)
H (0.4081, -2.4803, 2.7466)
H (-0.4784, 5.9203, 0.5700)
H (-0.0924, -5.4784, -3.3464)
H (0.3846, -6.2858, -1.0707)
H (-0.4933, -1.4593, -1.9436)
H (-0.5226, -3.0920, -3.7832)


# 2
3 unconnected molecules or ions with the total composition C3H6BrN3O2 at a distorted geometry. Source: the Open Molecules 2025 dataset; level of theory: wB97M-V/def2-TZVPD.

The gap between HOMO and LUMO comes out at 11.18 eV. As for the total charge: 0. Its structure (SMILES) is N#[N+][O-].CCN=C=O.Br. For the total energy, the calculation gives -81813.349 eV. The value obtained for the HOMO energy is -10.53 eV. The calculation puts the LUMO energy at 0.02376 Eh. The molar mass comes out at 196.00 g mol⁻¹. The energy relative to the best compared isomer or geometry (same formula, charge and spin) comes out at 430.4 kJ/mol. Its spin multiplicity is 1.

CARTESIAN COORDINATES (ANGSTROEM)
Br (-3.9552, -1.8004, 0.1689)
O (-2.5743, 0.5631, 2.0576)
O (-2.3676, 3.7718, -1.2422)
N (-2.8608, 1.7757, -0.3376)
N (-2.6797, 2.7688, -0.7793)
N (-0.5653, 1.4019, 1.1555)
C (0.2540, -0.3802, -0.3990)
C (-1.6232, 0.9622, 1.4879)
C (0.4226, 1.0383, 0.1566)
H (-3.8473, -0.4300, 0.7464)
H (-0.6493, -0.7477, -0.6863)
H (1.4803, 1.1895, 0.5040)
H (1.1441, -0.7198, -1.0719)
H (0.4298, -1.0142, 0.4801)
H (0.3349, 1.7514, -0.6170)


# 3
2 unconnected molecules or ions with the total composition C4H14N3 at a distorted geometry. Source: the Open Molecules 2025 dataset; level of theory: wB97M-V/def2-TZVPD.

The gap between HOMO and LUMO comes out at 10.29 eV. As for the total charge: +1. For the total energy, the calculation gives -8836.852 eV. The value obtained for the HOMO energy is -13.22 eV. The calculation puts the LUMO energy at -0.10774 Eh. The molar mass comes out at 104.18 g mol⁻¹. The energy relative to the best compared isomer or geometry (same formula, charge and spin) comes out at 305.9 kJ/mol. Its spin multiplicity is 1.

CARTESIAN COORDINATES (ANGSTROEM)
N (-0.0883, 0.7351, 1.0009)
N (1.4765, 0.0058, -1.0232)
N (-1.3164, -0.8487, -0.1594)
C (0.2352, 1.2938, 2.0948)
C (-1.0146, -2.0264, 0.6354)
C (-1.4483, 0.4083, 0.5378)
C (1.4665, 1.1034, -2.0449)
H (-0.6558, -2.7304, -0.1852)
H (-0.3738, 1.4656, 2.8925)
H (0.6891, 0.2814, -0.2834)
H (-1.8841, -2.4737, 1.1814)
H (-2.1790, 0.4802, 1.3025)
H (-0.1167, -1.7834, 1.2277)
H (2.3916, 0.0183, -0.6163)
H (-1.7193, 1.2453, -0.1068)
H (1.2979, 1.2695, 2.3217)
H (0.4944, 0.8746, -2.6202)
H (1.1937, -0.9258, -1.2689)
H (1.5626, 2.0212, -1.4619)
H (2.3099, 0.7065, -2.8227)
H (-2.3213, -1.1207, -0.6016)


# 4
A molecular structure, C25H33AlAsIN2O4S. Source: the Open Molecules 2025 dataset; level of theory: wB97M-V/def2-TZVPD.

The gap between HOMO and LUMO comes out at 8.33 eV. As for the total charge: +2. For the total energy, the calculation gives -123990.435 eV. The value obtained for the HOMO energy is -14.79 eV. The calculation puts the LUMO energy at -0.23731 Eh. The molar mass comes out at 686.42 g mol⁻¹. Its spin multiplicity is 1.

CARTESIAN COORDINATES (ANGSTROEM)
I (0.8407, -0.6822, 5.9157)
As (2.1455, 0.2873, 0.2787)
S (-0.1960, 1.3173, -2.9515)
Al (-0.3766, 0.6781, 0.3032)
O (1.0968, 1.2199, -3.5447)
O (-0.0803, 0.7215, -1.4902)
O (-1.3490, 0.7534, -3.5743)
O (-2.1634, 0.2955, 0.0621)
N (-0.7040, 2.4348, 1.4620)
N (-0.4693, -0.6453, 1.8345)
C (0.0861, -1.2657, 4.0765)
C (3.3767, -2.3550, -0.1652)
C (0.4536, 3.6244, -0.3206)
C (-0.0139, -0.3365, 3.0545)
C (4.6901, 1.0049, -0.9517)
C (-1.8035, 3.0626, -1.8525)
C (2.2674, -1.4318, -0.6551)
C (-0.7749, -2.8949, 2.5522)
C (-3.2265, -0.1989, -0.3944)
C (-4.5002, 0.4552, 0.0207)
C (3.2003, 1.3803, 2.7292)
C (0.5670, 3.4816, -1.6904)
C (-4.4628, -2.0024, -1.5309)
C (-0.3006, -2.5770, 3.8173)
C (3.1008, 0.0670, 1.9634)
C (-1.9319, 3.2335, -0.4857)
C (-0.5217, 2.9527, -2.3796)
C (-3.3306, -3.5414, -2.9781)
C (-4.4991, -3.0950, -2.3753)
C (-2.0716, -1.8193, -1.8835)
C (-0.7560, 3.2473, 0.2555)
C (-2.1189, -2.9009, -2.7367)
C (-0.8494, -1.9084, 1.5896)
C (3.2511, 1.4778, -0.7912)
C (-3.2442, -1.3531, -1.2670)
H (-0.2273, -3.3354, 4.5849)
H (-1.1413, -1.2887, -1.7515)
H (-1.2204, -3.2327, -3.2384)
H (2.7497, 1.5336, -1.7568)
H (-5.0613, 0.7719, -0.8597)
H (-1.5754, 2.4570, 1.9909)
H (-5.4382, -3.5924, -2.5729)
H (3.7774, 2.1229, 2.1765)
H (3.3983, -3.2565, -0.7772)
H (-2.8934, 3.1145, -0.0052)
H (0.0489, 2.7327, 2.0806)
H (2.3809, -1.1673, -1.7079)
H (-1.0884, -3.9012, 2.3135)
H (0.2991, 0.6862, 3.2169)
H (3.6921, 1.2318, 3.6896)
H (2.2144, 1.8118, 2.9363)
H (2.5819, -0.6958, 2.5453)
H (1.5388, 3.5194, -2.1642)
H (-5.1304, -0.2513, 0.5628)
H (-3.3658, -4.3874, -3.6518)
H (4.3600, -1.8905, -0.2312)
H (3.2106, 2.4669, -0.3306)
H (-4.2981, 1.3073, 0.6625)
H (5.2506, 1.7411, -1.5271)
H (3.2169, -2.6636, 0.8689)
H (-2.6547, 2.7545, -2.4463)
H (4.7440, 0.0622, -1.4962)
H (5.1963, 0.8828, 0.0067)
H (1.3291, 3.8161, 0.2880)
H (-5.3824, -1.6621, -1.0778)
H (4.0919, -0.3285, 1.7393)
H (-1.2330, -2.1202, 0.5990)
H (1.2972, -1.9262, -0.5638)


# 5
A molecular structure, C18H45IN3O6 at a distorted geometry. Source: the Open Molecules 2025 dataset; level of theory: wB97M-V/def2-TZVPD.

The gap between HOMO and LUMO comes out at 6.43 eV. As for the total charge: -1. For the total energy, the calculation gives -44240.153 eV. The value obtained for the HOMO energy is -4.08 eV. The calculation puts the LUMO energy at 0.08644 Eh. The molar mass comes out at 526.48 g mol⁻¹. The energy relative to the best compared isomer or geometry (same formula, charge and spin) comes out at 956.5 kJ/mol. Its spin multiplicity is 1.

CARTESIAN COORDINATES (ANGSTROEM)
I (0.3408, -0.9244, 1.7847)
O (2.4682, 4.3018, 3.9055)
O (1.2142, -0.6144, -2.2825)
O (1.0824, -3.7605, -8.7607)
O (-3.9434, -2.2627, 1.8178)
O (-0.3667, 2.6011, -2.0517)
O (-0.5866, 2.5455, 5.8960)
N (-2.1652, -0.4188, 4.4014)
N (0.9259, -2.8461, -5.2256)
N (0.0007, 2.6840, 1.6355)
C (-0.7636, 1.1686, 5.6103)
C (1.2595, -1.7631, -3.0999)
C (-2.9268, -0.6535, 3.1635)
C (3.8426, 4.4026, 4.1079)
C (-4.6858, -3.5616, 1.8771)
C (-0.2799, 2.0896, -0.7593)
C (0.5374, 3.4321, 2.5533)
C (1.0156, -5.0046, -9.3990)
C (0.7781, -2.6588, -6.6131)
C (0.4394, 3.0440, 6.6357)
C (1.5536, -0.7507, -0.8329)
C (0.7722, -1.5899, -4.4584)
C (-3.0783, -2.1620, 2.9292)
C (-1.8022, 1.0401, 4.5026)
C (0.1105, 3.2162, 0.2602)
C (1.1539, -4.0021, -7.3266)
C (-0.5513, 1.5109, -3.0152)
C (2.1392, 3.5861, 2.7829)
H (2.0289, -5.6477, -9.1041)
H (-1.3027, 1.7059, -0.5463)
H (-2.6158, -0.0671, 2.2274)
H (1.3390, 3.0708, 6.0873)
H (1.2488, -0.7831, -4.8466)
H (-3.3932, -2.8167, 3.8812)
H (-3.9979, -4.3921, 1.8781)
H (-1.1619, 0.6427, 6.5360)
H (3.9818, 4.6241, 5.0267)
H (4.2077, 5.1918, 3.6396)
H (1.2635, 3.4129, -0.1971)
H (4.2075, 3.4717, 4.0627)
H (0.0696, -5.3880, -9.2124)
H (-0.2834, -1.3566, -4.3424)
H (0.3121, 0.8622, 5.4529)
H (0.2668, 1.7427, 1.7285)
H (0.4826, 1.1654, -0.6734)
H (0.2800, 4.5151, 2.3126)
H (2.3485, -2.0138, -2.9314)
H (-0.4302, 3.9961, 0.1118)
H (0.4604, -4.7185, -6.7814)
H (-1.4847, 1.4744, 3.6775)
H (2.1606, -4.4927, -7.1665)
H (0.5239, -2.5294, -2.4992)
H (2.4743, -0.2937, -0.7268)
H (-5.2483, -3.6546, 0.9201)
H (-1.4012, 0.9083, -2.8912)
H (1.4468, -1.7135, -6.9877)
H (-2.8676, 1.7022, 4.9447)
H (-0.4783, 2.1185, -3.9961)
H (0.9803, -4.6930, -10.4745)
H (0.5646, 2.3819, 7.5080)
H (0.6784, -0.3461, -0.1695)
H (0.2042, 3.0706, 3.5367)
H (0.0259, 4.0661, 7.0631)
H (-2.0435, -2.6765, 2.6174)
H (-1.2667, -0.7275, 4.2313)
H (2.7309, 3.8278, 1.8840)
H (-5.1826, -3.8453, 2.8069)
H (1.4582, -1.8687, -0.3580)
H (0.1769, -3.4193, -5.1156)
H (2.4546, 2.4513, 3.1590)
H (-0.1365, -2.2464, -6.6648)
H (-3.8826, -0.1982, 3.4149)
H (0.3157, 0.8368, -3.0618)


# 6
A single C5H15N2 molecule at a distorted geometry. Source: the Open Molecules 2025 dataset; level of theory: wB97M-V/def2-TZVPD.

The gap between HOMO and LUMO (spin up / spin down) comes out at 3.96 / 9.90 eV. As for the total charge: 0. For the total energy, the calculation gives -8404.503 eV. The value obtained for the HOMO energy (spin up / spin down) is -3.15 / -9.26 eV. The calculation puts the LUMO energy (spin up / spin down) at 0.02969 / 0.02347 Eh. The molar mass comes out at 103.19 g mol⁻¹. The energy relative to the best compared isomer or geometry (same formula, charge and spin) comes out at 213.8 kJ/mol. As for the expectation value of S²: 0.751. Its spin multiplicity is 2.

CARTESIAN COORDINATES (ANGSTROEM)
N (0.0714, -0.2797, -0.3889)
N (1.4599, 0.6476, 2.2334)
C (-1.2776, 0.3054, -0.4755)
C (1.2332, 1.4783, 1.0413)
C (-2.3776, -0.7087, -0.0846)
C (0.3310, -1.3546, -1.3873)
C (1.1491, 0.7340, -0.2963)
H (-3.1104, -0.3276, 0.6158)
H (-1.4480, 0.6173, -1.4949)
H (-0.3797, -1.3135, -2.2086)
H (0.1595, -2.2978, -0.8273)
H (0.8658, -0.1880, 2.2152)
H (2.4473, 0.4095, 2.2334)
H (2.1216, 0.2928, -0.5165)
H (0.0756, -0.8351, 0.5767)
H (1.3584, -1.3422, -1.6828)
H (0.3157, 2.0482, 1.2076)
H (-1.2962, 1.2043, 0.1296)
H (-2.8116, -1.1021, -1.0124)
H (-1.8922, -1.5921, 0.3410)
H (0.9625, 1.4146, -1.1392)
H (2.0425, 2.1895, 0.9202)